A 2-piece molecular cluster, C4H8N2 overall in a non-equilibrium geometry. Source: the OMol25 dataset; level of theory: ωB97M-V/def2-TZVPD.

XYZ file:
```
14
Properties=species:S:1:pos:R:3:mulliken_charge:R:1
C 0.68 -0.95 -1.47 -1.0880
C -0.39 -0.30 -0.65 -0.2349
C -0.39 -0.18 0.68 0.6318
N -1.33 0.54 1.43 -0.5671
C 0.69 -0.74 1.47 0.0077
N 1.53 -1.19 2.12 -0.4141
H 0.27 -1.77 -2.07 0.2871
H 1.49 -1.35 -0.85 0.3343
H 1.12 -0.23 -2.18 0.2659
H 0.78 2.79 -0.58 0.2210
H -1.22 0.16 -1.19 0.2939
H 0.44 2.38 -0.07 -0.2241
H -2.23 0.63 0.98 0.2362
H -1.44 0.22 2.38 0.2503
```

Output
SMILES	C/C=C(/N)C#N.[H][H]
electronic energy	-266.66460	Eh
lowest unoccupied orbital energy	0.927	eV
frontier orbital gap	9.8	eV